Record 1
{
  "formula": "C33H45Cl2N2OP3SSn",
  "method": "the ωB97M-V functional and the def2-TZVPD basis",
  "symbols": ["P", "C", "C", "H", "C", "H", "C", "H", "C", "H", "C", "H", "C", "C", "H", "C", "H", "C", "H", "C", "H", "C", "H", "C", "C", "H", "C", "H", "C", "H", "C", "H", "C", "H", "Sn", "C", "C", "H", "C", "O", "H", "C", "H", "C", "Cl", "Cl", "P", "C", "H", "H", "H", "C", "H", "H", "H", "C", "H", "H", "H", "P", "C", "C", "H", "H", "H", "H", "H", "H", "C", "H", "H", "H", "H", "S", "C", "N", "C", "C", "C", "N", "H", "H", "H", "H", "H", "H", "H", "H"],
  "positions_angstrom": [[1.25314, 1.16026, -2.46137], [3.00161, 1.35539, -2.68750], [3.60479, 0.75959, -3.81349], [3.00449, 0.10127, -4.45175], [4.92832, 1.07118, -4.10784], [5.37385, 0.64172, -4.99570], [5.64374, 1.92143, -3.25745], [6.68415, 2.15485, -3.50217], [5.06151, 2.46933, -2.10360], [5.63322, 3.11904, -1.45279], [3.73327, 2.17616, -1.80438], [3.24719, 2.58794, -0.90845], [0.63874, -0.29758, -3.30999], [1.21285, -1.55567, -3.04699], [2.07063, -1.65339, -2.36723], [0.70066, -2.68409, -3.68958], [1.12984, -3.66322, -3.48581], [-0.34301, -2.54541, -4.61240], [-0.72708, -3.41929, -5.13490], [-0.90082, -1.29234, -4.87815], [-1.69568, -1.17000, -5.60829], [-0.44050, -0.16070, -4.19975], [-0.85674, 0.82982, -4.40456], [0.32168, 2.65116, -2.76424], [0.66851, 3.33351, -3.94496], [1.45695, 2.92075, -4.57565], [-0.01846, 4.49686, -4.27676], [0.25106, 5.00043, -5.19834], [-1.01619, 4.98192, -3.42423], [-1.54002, 5.89631, -3.70274], [-1.33476, 4.32342, -2.22829], [-2.10739, 4.71616, -1.57597], [-0.65225, 3.15763, -1.87365], [-0.84538, 2.67102, -0.90925], [0.20884, -0.13942, 2.09058], [-1.70956, -1.27384, 1.68673], [-2.20503, -1.44072, 0.40987], [-2.22337, -1.65099, 2.55667], [-1.43775, -0.83534, -0.74116], [-2.17585, 0.32805, -1.24550], [-1.60641, 0.86880, -1.82874], [-0.10165, -0.37430, -0.17438], [-1.12089, -1.54588, -1.55206], [0.80154, 0.57674, 0.22649], [-0.16270, -1.00036, 4.28451], [2.45719, 0.71713, 2.78707], [1.51545, -2.48488, 1.93656], [2.38519, -2.98945, 3.45583], [1.66476, -3.39653, 4.17630], [2.87454, -2.11361, 3.89883], [3.13736, -3.75164, 3.20132], [0.49923, -3.93567, 1.50864], [0.03023, -3.78964, 0.52572], [-0.29282, -4.05731, 2.25896], [1.12771, -4.83940, 1.48277], [2.81508, -2.45210, 0.66733], [3.34425, -1.49244, 0.70883], [2.37982, -2.58506, -0.33210], [3.52420, -3.26835, 0.87113], [-3.75322, -2.17922, -0.17178], [-4.36458, -3.22471, 1.11881], [-3.29281, -3.08653, -1.65099], [-4.53493, -2.63775, 2.02916], [-3.65354, -4.03326, 1.32839], [-5.31270, -3.65451, 0.77524], [-2.92385, -2.41069, -2.43376], [-4.18011, -3.61500, -2.02058], [-2.51064, -3.81945, -1.41321], [-4.85557, -0.83193, -0.57561], [-4.99002, -0.19594, 0.30786], [-5.82265, -1.24719, -0.88208], [-4.41961, -0.22940, -1.38042], [1.77780, 0.93419, 0.64935], [-1.08335, 2.01472, 2.49431], [-0.87968, 2.13458, 4.23241], [-1.91796, 1.93705, 5.04948], [-1.76761, 1.65948, 6.47914], [-0.59167, 2.44982, 7.01095], [0.63655, 2.20247, 6.16261], [0.32035, 2.43623, 4.75120], [-2.76465, 1.60105, 4.58682], [-1.60657, 0.57926, 6.62707], [-2.69759, 1.94274, 6.97319], [-0.38805, 2.16776, 8.04299], [-0.83510, 3.51934, 6.99706], [0.99498, 1.16833, 6.28706], [1.44952, 2.88459, 6.42699], [1.09595, 2.40477, 4.09634]],
  "total_charge": 2,
  "relative_energy_kj_mol": 308.8,
  "homo_ev": [-11.51, -11.51]
}

Record 2
{
  "formula": "C33H45Cl9F18O24S3",
  "method": "the ωB97M-V functional and the def2-TZVPD basis",
  "symbols": ["C", "C", "O", "S", "O", "O", "O", "H", "H", "H", "H", "C", "C", "O", "S", "O", "O", "O", "H", "H", "H", "H", "C", "C", "O", "S", "O", "O", "O", "H", "H", "H", "H", "C", "Cl", "Cl", "Cl", "H", "C", "Cl", "Cl", "Cl", "H", "C", "Cl", "Cl", "Cl", "H", "C", "C", "O", "C", "O", "C", "F", "F", "F", "H", "H", "H", "H", "H", "C", "C", "O", "C", "O", "C", "F", "F", "F", "H", "H", "H", "H", "H", "C", "C", "O", "C", "O", "C", "F", "F", "F", "H", "H", "H", "H", "H", "C", "C", "O", "C", "O", "C", "F", "F", "F", "H", "H", "H", "H", "H", "C", "C", "O", "C", "O", "C", "F", "F", "F", "H", "H", "H", "H", "H", "C", "C", "O", "C", "O", "C", "F", "F", "F", "H", "H", "H", "H", "H"],
  "positions_angstrom": [[-4.21116, -4.14572, 4.23636], [-2.95466, -4.58082, 4.85527], [-1.90158, -4.32026, 3.84618], [-2.59831, -4.20585, 2.43711], [-2.92508, -5.53690, 1.98007], [-1.87274, -3.39312, 1.54089], [-3.86863, -3.51340, 3.00166], [-4.82252, -3.43290, 4.76161], [-4.78487, -5.03909, 3.97828], [-3.04602, -5.67994, 4.99233], [-2.71634, -4.09938, 5.78655], [5.34787, -3.25771, -4.13537], [5.05476, -4.46178, -4.92549], [3.73952, -4.22243, -5.51522], [3.67432, -2.72918, -5.92925], [2.30825, -2.34319, -5.90213], [4.45200, -2.44623, -7.08443], [4.46699, -2.20582, -4.67699], [6.36596, -2.90338, -4.23794], [5.06482, -3.38834, -3.08687], [4.94946, -5.31064, -4.24871], [5.80196, -4.68403, -5.69468], [-6.89070, -0.04611, -1.50049], [-5.74216, 0.65650, -2.14314], [-4.66558, 0.72311, -1.13714], [-5.39442, 0.85520, 0.22408], [-5.95195, 2.17704, 0.35163], [-4.59423, 0.35822, 1.28135], [-6.57310, -0.11463, -0.07781], [-6.99545, -1.08794, -1.83033], [-7.81588, 0.50898, -1.61742], [-5.97739, 1.65766, -2.44642], [-5.31547, 0.09036, -2.96488], [2.90515, 2.30059, 2.79683], [2.00314, 2.02550, 4.27077], [2.01240, 3.61108, 1.99349], [2.91267, 0.90412, 1.74060], [3.90030, 2.62810, 3.01572], [-3.53610, -3.21001, -1.41200], [-3.37608, -4.96471, -1.62462], [-5.05237, -2.94325, -0.51492], [-3.46502, -2.22811, -2.88980], [-2.74353, -2.90756, -0.75140], [-2.23778, 0.01025, 4.79814], [-3.55471, -0.24068, 5.91328], [-0.73310, -0.48553, 5.65053], [-2.25181, 1.64534, 4.12774], [-2.30284, -0.68325, 3.97650], [-5.96040, 5.00264, 1.87830], [-5.20403, 4.12106, 2.85701], [-3.79441, 3.98950, 2.45793], [-2.94814, 4.96975, 2.74184], [-3.27752, 5.97319, 3.32924], [-1.50990, 4.71763, 2.23919], [-1.48479, 3.65829, 1.39648], [-1.14032, 5.82904, 1.56736], [-0.69804, 4.53011, 3.26490], [-5.48238, 5.95731, 1.75804], [-6.99295, 5.13526, 2.19582], [-6.00047, 4.53142, 0.90079], [-5.55895, 3.09177, 2.87258], [-5.15460, 4.49258, 3.89935], [-0.96093, 0.16722, 0.79392], [-1.17221, 0.82922, -0.50729], [-0.60647, 0.00330, -1.54818], [0.69252, 0.02680, -1.69664], [1.48880, 0.51620, -0.95507], [1.15181, -0.71268, -2.94726], [2.11618, -1.51122, -2.55407], [0.21050, -1.35514, -3.61274], [1.73048, 0.11781, -3.87997], [-1.15933, -0.90606, 0.75867], [-1.67332, 0.53811, 1.55453], [0.01892, 0.27419, 1.25108], [-0.61910, 1.75830, -0.58880], [-2.19833, 1.01155, -0.82475], [3.35064, -3.74514, -0.29206], [4.48734, -2.75349, -0.00599], [4.38334, -2.35873, 1.38592], [5.21489, -3.05962, 2.20088], [5.98873, -3.90608, 1.87843], [5.17236, -2.58344, 3.69346], [6.32475, -1.96314, 3.95180], [4.23838, -1.67509, 3.89284], [4.94704, -3.60544, 4.54184], [2.42617, -3.34896, 0.16521], [3.57565, -4.69194, 0.20476], [3.15228, -3.89469, -1.35242], [4.42642, -1.80856, -0.57300], [5.46346, -3.21912, -0.13003], [2.32746, 4.07028, -1.75262], [3.33341, 2.88523, -2.06868], [4.58906, 3.54084, -2.07235], [5.63116, 2.81615, -2.54479], [5.55621, 1.61656, -2.75452], [6.94393, 3.63889, -2.84215], [6.69426, 4.97209, -2.74120], [7.87364, 3.33512, -1.99958], [7.24702, 3.36969, -4.10580], [1.30170, 3.72300, -1.98088], [2.51935, 4.91651, -2.39873], [2.39331, 4.41648, -0.71290], [3.12384, 2.42465, -3.05415], [3.32462, 2.09085, -1.30587], [-0.80147, 7.04075, -4.68470], [-0.47045, 5.84041, -3.93223], [-1.80666, 5.36434, -3.52633], [-1.83568, 4.09671, -3.11027], [-0.85138, 3.38992, -3.04033], [-3.25740, 3.72161, -2.60396], [-3.60519, 2.61558, -3.26829], [-3.15680, 3.46678, -1.33750], [-4.17352, 4.64151, -2.78155], [0.10853, 7.51076, -5.04681], [-1.18739, 7.79233, -3.98954], [-1.46639, 6.94126, -5.54824], [0.10174, 5.89304, -3.01579], [0.00364, 5.09271, -4.58712], [1.29073, -2.29899, 2.85909], [1.26822, -3.38820, 3.92719], [0.82319, -4.60918, 3.38125], [1.74064, -5.30689, 2.61577], [2.89142, -4.95427, 2.47241], [1.07965, -6.56436, 1.95392], [0.93481, -6.17926, 0.69749], [1.91255, -7.56051, 2.07667], [-0.06300, -6.84977, 2.48944], [2.20498, -2.38416, 2.26949], [1.12404, -1.34918, 3.37168], [0.46706, -2.52279, 2.21511], [0.53839, -3.27264, 4.72968], [2.27472, -3.46774, 4.37426]],
  "homo_ev": -10.73
}

Record 3
{
  "formula": "C33H45F4N2O3S2SbTi",
  "method": "the ωB97M-V functional and the def2-TZVPD basis",
  "symbols": ["Ti", "C", "C", "N", "C", "C", "C", "C", "N", "C", "C", "F", "C", "F", "C", "C", "F", "C", "F", "H", "H", "H", "H", "H", "H", "H", "H", "H", "H", "H", "H", "H", "H", "H", "O", "S", "C", "C", "C", "C", "S", "O", "C", "C", "C", "C", "C", "C", "C", "C", "C", "C", "C", "C", "H", "H", "H", "H", "H", "H", "H", "H", "H", "H", "H", "H", "H", "H", "H", "H", "H", "H", "C", "Sb", "C", "C", "H", "H", "H", "H", "H", "H", "H", "H", "H", "C", "C", "O", "H", "H", "H"],
  "positions_angstrom": [[0.39636, 0.04826, 0.40949], [1.23711, -3.73715, 3.57385], [0.92327, -2.90683, 2.33338], [1.30440, -1.47155, 2.39313], [2.73654, -1.34464, 2.74528], [3.64550, -1.91039, 1.66576], [0.48232, -0.72244, 3.35471], [-0.98039, -0.73506, 2.91141], [-1.02056, -0.69956, 1.44474], [-1.80764, -1.69277, 0.83515], [-1.25055, -2.47955, -0.15821], [0.03386, -2.17115, -0.52024], [-1.89137, -3.55622, -0.72709], [-1.26594, -4.25823, -1.67134], [-3.16824, -3.88455, -0.31748], [-3.76538, -3.09129, 0.64562], [-5.00389, -3.35260, 1.04298], [-3.10777, -2.01027, 1.21001], [-3.73191, -1.25434, 2.11569], [0.70448, -4.68514, 3.50305], [0.91537, -3.25447, 4.49723], [2.29790, -3.96884, 3.66019], [-0.14135, -2.96744, 2.12647], [1.43490, -3.33772, 1.47191], [2.92753, -1.84646, 3.69731], [2.94923, -0.28923, 2.90285], [3.77572, -2.98888, 1.76163], [4.63314, -1.45334, 1.72437], [3.23979, -1.70116, 0.67494], [0.85664, 0.30661, 3.37832], [0.55594, -1.10917, 4.37479], [-1.49957, 0.11670, 3.35119], [-1.47907, -1.63679, 3.26945], [-3.68560, -4.74371, -0.72219], [-0.87794, 0.88427, -0.81064], [-1.80994, 1.84799, -1.57880], [-0.99264, 2.19109, -3.15624], [-0.15516, 1.03040, -3.70051], [1.34576, 1.32243, -3.63837], [2.18639, 0.06550, -3.83982], [2.32355, -0.92080, -2.30289], [1.40039, -0.13641, -1.34976], [3.97127, -0.55522, -1.80851], [4.84181, -1.63059, -1.70840], [6.15324, -1.39742, -1.31087], [6.56437, -0.10795, -1.01508], [5.67308, 0.96127, -1.10455], [4.36786, 0.74414, -1.50198], [-3.14511, 0.84721, -2.16145], [-4.32067, 1.52800, -2.45548], [-5.41371, 0.80402, -2.90294], [-5.32792, -0.57654, -3.02828], [-4.14157, -1.23890, -2.74036], [-3.03327, -0.52615, -2.30625], [-0.39969, 3.09454, -2.99984], [-1.83064, 2.45430, -3.80348], [-0.43952, 0.82819, -4.73372], [-0.37745, 0.12657, -3.13258], [1.59006, 1.77494, -2.67731], [1.61329, 2.04515, -4.41107], [3.20570, 0.28548, -4.14933], [1.73840, -0.59723, -4.58133], [4.50433, -2.63456, -1.93625], [6.84707, -2.22343, -1.23656], [7.58797, 0.07388, -0.71584], [6.00688, 1.96447, -0.87526], [3.66975, 1.56903, -1.56926], [-4.38558, 2.60366, -2.33484], [-6.33465, 1.31717, -3.14336], [-6.19256, -1.14034, -3.35138], [-4.07571, -2.31207, -2.85922], [-2.10035, -1.02591, -2.09225], [-2.78898, 4.37426, 3.21661], [-1.79933, 2.81973, 2.12959], [-1.09377, 4.20353, 0.62535], [-3.63108, 2.16789, 1.21174], [-3.38810, 4.96764, 2.52676], [-2.06423, 5.02026, 3.71029], [-3.43904, 3.94076, 3.97529], [-1.93042, 4.57072, 0.03236], [-0.34523, 3.75826, -0.03374], [-0.63764, 5.04706, 1.14428], [-4.34002, 1.98709, 2.01936], [-3.51425, 1.23767, 0.65495], [-4.02525, 2.94998, 0.56251], [1.88748, 2.80505, 1.92015], [1.42511, 1.56653, 1.27014], [2.17492, 0.65071, 0.93245], [2.06306, 3.54811, 1.13496], [2.82769, 2.62852, 2.44376], [1.13123, 3.20546, 2.58894]],
  "total_charge": 2,
  "relative_energy_kj_mol": 148.5,
  "homo_ev": -13.07
}